No. 1
2 unconnected molecules or ions with the total composition C5H10O at a distorted geometry, computed with ωB97M-V/def2-TZVPD.

CARTESIAN COORDINATES (ANGSTROEM)
C: 0.461 -0.082 -1.157
C: -0.498 0.748 -0.703
C: -0.179 1.799 0.309
C: -1.230 2.204 1.037
C: -1.401 2.224 2.578
H: 0.217 -1.114 -1.379
H: 1.459 0.329 -1.292
H: -1.570 0.550 -0.703
H: 0.762 2.335 0.149
H: -2.233 2.324 0.609
H: -0.711 1.523 3.062
H: -1.692 3.113 3.118
H: -2.333 1.612 2.690
H: 2.065 -6.089 -2.017
H: 2.388 -4.928 -1.012
O: 2.315 -5.170 -1.941

Calculated values
* charge: 0
* max |F|: 0.0545 hartree/bohr
* structure (SMILES): C=C/C=C/C.O
* Kohn-Sham gap: 8.54 eV
* E_tot: -271.61605 Eh
* E_HOMO: -7.815 eV
* E_LUMO: 0.72 eV

natural (NBO) atomic charges, in units of e: C -0.42; C -0.20; C -0.25; C -0.15; C -0.66; H 0.21; H 0.20; H 0.19; H 0.22; H 0.18; H 0.22; H 0.22; H 0.22; H 0.47; H 0.47; O -0.95

No. 2
A gas-phase ion, C3H4O3P (charge -1) at a distorted geometry, computed with ωB97M-V/def2-TZVPD.

CARTESIAN COORDINATES (ANGSTROEM)
C: 1.633 0.414 0.104
C: 0.725 -0.470 -0.427
C: -0.679 -1.029 0.199
O: -1.158 1.603 1.143
O: -1.250 -1.966 -0.482
O: -2.015 1.234 -1.238
P: -1.406 0.717 -0.034
H: 2.601 0.635 -0.302
H: 1.342 0.908 1.002
H: 0.865 -1.118 -1.229
H: -0.658 -0.929 1.264

Calculated values
* charge: -1
* max |F|: 0.0622 hartree/bohr
* structure (SMILES): C=C[C@H]([O-])P(=O)=O
* Kohn-Sham gap: 7.76 eV
* E_tot: -683.81700 Eh
* E_HOMO: -3.732 eV
* E_LUMO: 4.02 eV

natural (NBO) atomic charges, in units of e: C -0.44; C -0.24; C -0.09; O -1.12; O -0.82; O -1.08; P 2.05; H 0.19; H 0.21; H 0.20; H 0.15

No. 3
A molecular structure, C37H48BiN6O8P2S, computed with ωB97M-V/def2-TZVPD.

CARTESIAN COORDINATES (ANGSTROEM)
Bi: -0.208 -0.028 -1.895
C: -1.758 -5.364 -2.026
N: -0.553 -5.032 -1.265
C: -0.073 -6.098 -0.400
P: 0.290 -3.730 -1.757
O: -0.535 -2.511 -1.962
O: 1.372 -3.582 -0.562
P: 1.943 -2.246 0.163
O: 1.674 -1.057 -0.698
N: 3.542 -2.417 0.378
C: 4.092 -3.450 1.248
C: 4.512 -1.803 -0.523
N: 1.244 -2.354 1.627
C: 0.041 -3.153 1.862
C: 1.420 -1.195 2.510
N: 1.124 -4.079 -3.127
C: 1.636 -2.994 -3.955
C: 1.952 -5.279 -3.158
H: -1.576 -6.197 -2.709
H: -2.091 -4.500 -2.597
H: -2.553 -5.644 -1.333
H: 0.105 -7.016 -0.969
H: -0.825 -6.315 0.362
H: 0.851 -5.811 0.093
H: 3.319 -3.828 1.913
H: 4.894 -3.027 1.855
H: 4.498 -4.279 0.663
H: 4.030 -1.026 -1.109
H: 4.949 -2.547 -1.194
H: 5.315 -1.356 0.065
H: 0.215 -4.195 1.603
H: -0.820 -2.783 1.303
H: -0.195 -3.102 2.924
H: 2.367 -0.703 2.296
H: 1.429 -1.536 3.546
H: 0.631 -0.458 2.363
H: 0.894 -2.202 -4.027
H: 1.821 -3.376 -4.959
H: 2.573 -2.579 -3.565
H: 1.480 -6.082 -2.597
H: 2.950 -5.100 -2.743
H: 2.062 -5.612 -4.191
O: -1.217 -0.413 0.046
S: -2.752 -0.692 0.115
C: -2.900 -1.243 1.802
C: -2.215 -0.635 2.848
C: -2.346 -1.152 4.124
C: -3.154 -2.263 4.350
C: -3.833 -2.862 3.301
C: -3.701 -2.355 2.014
C: -3.502 0.913 0.223
C: -4.742 1.059 -0.377
C: -5.389 2.283 -0.279
C: -4.786 3.332 0.398
C: -3.525 3.177 0.965
C: -2.868 1.962 0.876
H: -1.581 0.220 2.663
H: -1.823 -0.688 4.949
H: -3.253 -2.659 5.351
H: -4.463 -3.722 3.480
H: -4.217 -2.815 1.181
H: -5.171 0.252 -0.956
H: -6.352 2.419 -0.750
H: -5.292 4.285 0.473
H: -3.048 4.001 1.477
H: -1.873 1.841 1.282
O: -0.219 2.403 -2.830
C: 0.158 2.776 -1.707
N: 0.488 4.012 -1.293
C: 1.026 3.966 0.069
C: 0.761 2.470 0.423
O: 0.956 1.971 1.505
N: 0.267 1.864 -0.693
C: 2.518 4.274 0.052
C: 3.480 3.272 0.057
C: 4.826 3.596 -0.038
C: 5.222 4.920 -0.141
C: 4.265 5.925 -0.146
C: 2.922 5.603 -0.045
C: 0.265 4.860 1.033
C: -0.832 5.608 0.630
C: -1.494 6.425 1.540
C: -1.073 6.486 2.858
C: 0.020 5.731 3.266
C: 0.691 4.929 2.359
H: 0.708 4.739 -1.954
H: 3.190 2.232 0.151
H: 5.568 2.808 -0.025
H: 6.272 5.170 -0.211
H: 4.566 6.961 -0.219
H: 2.181 6.393 -0.025
H: -1.177 5.557 -0.394
H: -2.338 7.018 1.213
H: -1.588 7.122 3.565
H: 0.358 5.776 4.293
H: 1.548 4.350 2.675
C: -2.171 0.424 -4.702
C: -2.993 0.162 -3.463
O: -4.194 0.063 -3.480
O: -2.320 0.072 -2.317
H: -2.798 0.357 -5.586
H: -1.362 -0.307 -4.797
H: -1.730 1.417 -4.633

Calculated values
* charge: +1
* max |F|: 0.0047 hartree/bohr
* Kohn-Sham gap: 8.79 eV
* E_tot: -3664.79001 Eh
* E_HOMO: -10.945 eV
* E_LUMO: -2.16 eV

Here are the natural (NBO) charges for atoms 1 to 99, given in e: Bi 2.14; C -0.41; N -0.82; C -0.40; P 2.54; O -1.15; O -1.11; P 2.54; O -1.17; N -0.81; C -0.41; C -0.40; N -0.83; C -0.39; C -0.41; N -0.81; C -0.40; C -0.41; H 0.20; H 0.23; H 0.21; H 0.19; H 0.21; H 0.22; H 0.22; H 0.21; H 0.19; H 0.23; H 0.19; H 0.21; H 0.20; H 0.20; H 0.22; H 0.22; H 0.20; H 0.22; H 0.21; H 0.22; H 0.19; H 0.21; H 0.19; H 0.22; O -1.05; S 1.32; C -0.27; C -0.20; C -0.19; C -0.18; C -0.21; C -0.19; C -0.28; C -0.18; C -0.20; C -0.18; C -0.21; C -0.15; H 0.24; H 0.23; H 0.23; H 0.23; H 0.23; H 0.25; H 0.23; H 0.22; H 0.23; H 0.22; O -0.70; C 0.78; N -0.60; C -0.05; C 0.79; O -0.62; N -0.82; C -0.05; C -0.15; C -0.22; C -0.20; C -0.20; C -0.21; C -0.06; C -0.22; C -0.21; C -0.21; C -0.22; C -0.14; H 0.43; H 0.21; H 0.21; H 0.22; H 0.22; H 0.22; H 0.22; H 0.22; H 0.22; H 0.22; H 0.22; C -0.74; C 0.81; O -0.60

No. 4
12 unconnected molecules or ions with the total composition C33H93F3N15O14S at a distorted geometry, computed with ωB97M-V/def2-TZVPD.

CARTESIAN COORDINATES (ANGSTROEM)
C: -8.373 4.309 2.615
F: -7.420 3.883 1.758
F: -9.293 3.355 2.780
F: -7.747 4.471 3.800
S: -9.083 5.998 2.117
O: -9.904 6.387 3.238
O: -7.919 6.870 1.890
O: -9.801 5.701 0.886
C: -9.213 9.288 -0.620
O: -9.419 10.351 -1.229
N: -9.593 8.088 -1.120
N: -8.534 9.283 0.547
H: -10.218 8.123 -1.906
H: -9.734 7.310 -0.483
H: -8.304 8.476 1.126
H: -8.155 10.187 0.771
C: -4.361 8.216 2.156
O: -4.317 7.491 3.156
N: -3.397 9.137 1.870
N: -5.469 8.338 1.390
H: -3.408 9.687 1.035
H: -2.726 9.364 2.581
H: -6.339 7.886 1.653
H: -5.512 8.988 0.630
C: -3.930 5.295 5.857
O: -4.168 4.569 6.833
N: -4.537 5.108 4.649
N: -3.263 6.473 5.958
H: -4.407 5.834 3.955
H: -5.312 4.471 4.697
H: -2.702 6.693 6.757
H: -3.307 7.094 5.166
C: -9.704 6.819 6.816
O: -9.770 6.789 8.047
N: -10.611 6.249 5.978
N: -8.614 7.320 6.164
H: -11.366 5.691 6.323
H: -10.390 6.315 4.991
H: -7.916 7.813 6.692
H: -8.600 7.515 5.177
C: -11.349 1.043 3.324
C: -11.245 0.269 4.622
C: -11.684 1.092 5.824
O: -11.329 0.422 7.012
C: -11.583 1.167 8.169
N: -12.027 -0.998 4.627
H: -11.250 0.413 2.442
H: -10.579 1.819 3.313
H: -12.275 1.622 3.259
H: -10.246 -0.101 4.868
H: -12.754 1.327 5.752
H: -11.165 2.062 5.796
H: -10.862 1.978 8.321
H: -11.334 0.570 9.055
H: -12.633 1.427 8.317
H: -13.013 -0.799 4.454
H: -12.058 -1.234 5.619
C: -9.690 4.344 -4.484
C: -10.897 3.812 -3.700
C: -10.682 3.634 -2.208
O: -9.764 2.595 -1.961
C: -9.922 2.057 -0.660
N: -12.056 4.666 -3.964
H: -8.858 3.670 -4.254
H: -9.409 5.362 -4.208
H: -9.911 4.328 -5.552
H: -11.078 2.829 -4.148
H: -11.621 3.376 -1.705
H: -10.387 4.581 -1.731
H: -9.039 1.436 -0.525
H: -10.850 1.479 -0.602
H: -9.947 2.861 0.083
H: -11.896 5.587 -3.577
H: -12.198 4.710 -4.962
C: -8.412 4.133 8.494
C: -7.618 2.893 8.113
C: -7.795 2.708 6.591
O: -7.210 1.509 6.155
C: -7.460 1.203 4.814
N: -6.228 3.029 8.488
H: -7.980 4.693 9.321
H: -9.459 3.920 8.732
H: -8.569 4.834 7.664
H: -8.049 2.074 8.694
H: -7.414 3.647 6.179
H: -8.871 2.654 6.369
H: -6.996 0.247 4.562
H: -7.088 2.047 4.225
H: -8.506 0.992 4.550
H: -5.788 3.765 7.937
H: -5.670 2.217 8.250
C: -14.000 5.056 -1.526
C: -14.431 3.614 -1.388
C: -14.233 3.200 0.078
O: -12.880 3.306 0.459
C: -12.672 4.087 1.620
N: -15.814 3.369 -1.844
H: -14.142 5.411 -2.548
H: -12.939 5.252 -1.341
H: -14.447 5.787 -0.843
H: -13.931 2.975 -2.122
H: -14.558 2.170 0.256
H: -14.907 3.843 0.657
H: -12.676 5.146 1.337
H: -11.655 3.978 1.998
H: -13.387 3.829 2.403
H: -15.878 3.700 -2.798
H: -16.432 3.905 -1.239
C: -8.067 -2.550 -0.077
C: -8.111 -1.878 1.314
C: -7.618 -0.442 1.329
O: -6.281 -0.308 0.922
C: -5.752 0.985 1.160
N: -9.505 -1.880 1.747
H: -7.127 -2.324 -0.584
H: -8.864 -2.172 -0.715
H: -8.119 -3.629 0.064
H: -7.533 -2.538 1.975
H: -7.814 0.077 2.276
H: -8.286 0.044 0.601
H: -5.534 1.073 2.229
H: -6.377 1.823 0.845
H: -4.819 1.070 0.605
H: -9.842 -2.822 1.870
H: -9.659 -1.313 2.570
C: -7.348 4.406 -0.785
C: -6.274 5.468 -0.474
C: -4.887 4.852 -0.592
O: -4.736 3.744 0.253
C: -4.397 4.089 1.575
N: -6.549 6.512 -1.493
H: -7.100 3.423 -0.377
H: -7.454 4.167 -1.846
H: -8.314 4.773 -0.439
H: -6.573 5.841 0.509
H: -4.104 5.598 -0.397
H: -4.787 4.577 -1.645
H: -3.447 4.644 1.667
H: -4.165 3.214 2.177
H: -5.103 4.794 2.018
H: -5.848 7.248 -1.400
H: -7.421 6.982 -1.258
C: -10.264 10.255 3.531
C: -11.379 9.700 4.416
C: -12.486 10.752 4.681
O: -11.982 11.996 5.126
C: -11.461 11.951 6.445
N: -12.036 8.539 3.778
H: -9.439 9.539 3.539
H: -9.869 11.107 4.092
H: -10.631 10.509 2.542
H: -10.968 9.295 5.350
H: -13.131 10.277 5.435
H: -13.122 10.878 3.808
H: -12.312 11.863 7.127
H: -10.911 12.870 6.630
H: -10.799 11.100 6.623
H: -11.344 7.793 3.829
H: -12.712 8.289 4.503

Calculated values
* charge: -1
* max |F|: 0.0452 hartree/bohr
* Kohn-Sham gap: 8.39 eV
* E_tot: -3885.77399 Eh
* E_HOMO: -6.499 eV
* E_LUMO: 1.90 eV

Here are the Mulliken charges for atoms 1 to 99, given in e: C -0.32; F 0.65; F -0.31; F 0.01; S 0.10; O 0.12; O -0.79; O -0.48; C 0.46; O -0.79; N -0.09; N 0.21; H 0.19; H -0.17; H -0.19; H 0.24; C 0.56; O -0.70; N -0.44; N 0.00; H 0.14; H 0.23; H -0.09; H 0.23; C 0.46; O -0.77; N -0.05; N -0.33; H 0.35; H 0.00; H 0.17; H 0.22; C 0.23; O -0.72; N 0.21; N 0.00; H 0.16; H 0.11; H 0.20; H -0.03; C -0.06; C 0.79; C -0.51; O -0.37; C -0.49; N -0.78; H 0.43; H -0.59; H 0.38; H -0.08; H 0.45; H -0.03; H -0.02; H 0.29; H 0.33; H 0.36; H 0.32; C -1.50; C -0.40; C 1.84; O -0.59; C -0.50; N -0.38; H 0.30; H 0.26; H 0.48; H 0.32; H -0.82; H -0.47; H 0.18; H 0.51; H 0.01; H 0.19; H 0.28; C -0.82; C 0.23; C 0.87; O -0.49; C 0.41; N -0.79; H 0.51; H 0.23; H -0.34; H 0.37; H -0.20; H -0.29; H 0.34; H -0.13; H -0.46; H 0.21; H 0.33; C -0.93; C 0.92; C -1.17; O 0.28; C -0.44; N -0.78; H 0.37; H -0.15